Entry from the Open Molecules 2025 dataset: C50H60FIN7OS3SiV as an isolated structure (ωB97M-V/def2-TZVPD).

```
125
Properties=species:S:1:pos:R:3:forces:R:3
C 2.80820 -6.64032 0.44237 -0.03 -0.02 -0.01
F -0.58220 -1.67128 2.12776 0.00 0.07 0.16
C -2.52633 8.37547 0.06910 0.02 -0.03 0.10
C 2.81730 -6.77740 -0.93763 -0.01 0.01 0.03
H 2.71123 -0.29854 4.45638 0.00 0.00 0.00
H 2.07980 1.72203 1.66202 0.00 0.00 0.01
N -1.87788 7.60376 1.07817 0.02 0.02 -0.15
H -1.29556 -4.78880 -1.77998 0.02 0.00 -0.01
C -1.12681 3.00194 -0.77020 0.05 -0.01 0.01
C 0.49616 0.68765 -2.61344 0.08 0.04 -0.01
H 3.39478 -7.32414 1.04792 0.00 0.00 -0.01
C 2.57819 -0.05909 3.39783 0.02 0.00 -0.03
C -4.82161 -1.60484 -0.13489 0.01 0.00 0.01
H -5.41839 0.30662 -0.91736 0.00 -0.01 0.01
O -0.95681 -0.56547 -1.20643 -0.06 0.16 -0.05
H 3.78043 1.73115 0.53074 -0.02 0.00 -0.03
C 3.41437 2.56323 -0.07723 0.07 0.04 0.08
C 2.86945 -1.28048 1.10938 -0.07 0.05 -0.03
C 1.54359 -3.27275 -3.09497 0.00 0.02 -0.03
H -3.72678 7.98804 -3.06774 0.00 0.00 0.00
H 3.97189 -4.21561 2.38652 -0.02 -0.01 0.01
C -3.31917 -0.01493 -1.15284 -0.07 0.00 0.05
V 0.17685 0.48399 0.31440 0.55 -0.47 -0.07
C 1.31423 0.78163 3.30202 -0.05 -0.02 -0.12
C -0.63585 -0.14944 -2.51317 -0.07 -0.14 0.11
C -0.42865 -3.99049 1.71100 -0.07 -0.06 0.02
H 1.12775 -2.06121 0.44304 -0.03 -0.06 0.12
C -2.28386 -0.90467 -0.91878 0.22 -0.04 -0.03
H -3.71346 5.07424 -0.14918 0.01 -0.01 0.02
H -0.27257 2.85561 -1.41328 -0.01 -0.02 -0.03
H -1.78569 4.77543 -1.73939 0.01 -0.04 0.01
H 4.29629 3.14377 -0.37165 -0.01 -0.03 0.03
C 2.19868 -5.46548 2.57280 0.00 0.02 0.01
H -3.98029 3.40615 1.69140 -0.01 0.01 -0.01
C -0.47088 5.95957 1.57764 0.03 -0.28 -0.22
H 2.35661 -7.57577 3.06809 0.00 0.00 0.02
H 1.88000 -6.55029 4.42422 -0.01 0.01 -0.01
H -5.82077 -1.87004 0.18742 0.01 0.00 -0.01
H 0.43254 0.83492 -6.03692 0.00 0.00 0.01
C 2.11265 -5.86346 -1.70409 -0.01 0.05 0.00
C -2.08451 -3.06490 3.29938 -0.06 0.00 0.02
C -2.78962 9.72625 0.25056 -0.01 0.01 -0.02
C -2.61648 -4.33259 3.54772 0.05 -0.03 -0.04
H 2.14289 -5.94106 -2.78607 0.00 0.00 0.02
C 3.63436 -5.08789 2.95039 0.04 0.00 0.00
C 0.83406 1.00719 -3.95019 0.04 0.03 0.02
N -1.27072 2.08098 0.20286 -0.62 0.51 -0.11
H -2.60451 6.71199 -1.26340 -0.01 0.09 -0.02
H 1.89709 -1.11167 -0.66375 -0.01 0.03 -0.01
H -1.64057 -2.79795 -0.19619 0.03 -0.02 0.03
C 1.37253 -4.84311 -1.11605 0.01 0.01 -0.01
N 0.57695 -3.70604 0.87320 -0.05 -0.16 -0.15
N 1.15572 1.44579 1.98219 0.12 0.11 0.31
N 1.63030 -1.15539 0.31801 0.08 0.01 -0.03
C -2.08222 7.67940 2.41118 -0.11 0.03 -0.01
C -4.59624 -0.37925 -0.75354 0.00 0.03 -0.02
C -2.85776 7.75358 -1.12951 0.01 0.00 0.00
C -1.98474 4.06898 -0.94620 0.05 -0.08 -0.02
I -2.53809 0.86577 2.55772 0.05 -0.06 -0.04
H 0.70775 -6.93858 3.16060 0.06 0.00 0.01
C -2.48594 -2.13720 -0.33601 -0.09 -0.03 0.03
H -3.42964 -4.46075 4.24886 0.01 0.00 -0.01
C 0.11554 0.54486 -5.04192 0.00 -0.01 0.01
H 3.52266 -0.43087 0.88823 0.01 0.02 0.00
C -1.05207 -2.93249 2.41323 -0.03 -0.02 -0.09
H 3.41788 -1.98321 3.03967 0.01 0.03 0.00
H -2.47843 -2.18165 3.78838 0.00 0.00 -0.01
H 4.57963 1.74016 -3.19495 -0.02 -0.01 0.03
H 2.49337 -2.91807 -2.68611 -0.02 0.00 0.00
C -0.99039 -0.27448 -4.87672 0.02 0.00 0.01
C -0.63298 -4.43679 -2.57451 -0.04 -0.01 -0.02
H -2.51846 10.20563 1.17748 0.00 0.00 0.01
C -3.47302 8.47895 -2.13665 0.00 0.00 0.00
C 2.25023 3.72279 -2.50305 -0.02 0.10 -0.04
H 3.38465 -7.57101 -1.40864 0.00 0.01 0.00
H 3.70520 -4.85761 4.01740 0.00 0.00 -0.02
H 1.69250 -1.93489 2.77449 0.06 -0.01 0.01
C 0.64738 -3.83704 -1.99126 -0.01 -0.05 0.00
C -3.03316 4.23572 -0.06282 -0.09 -0.03 0.03
H 1.05462 -2.43459 -3.59790 -0.03 0.00 -0.01
C -3.40828 10.44212 -0.76459 0.00 0.00 0.02
C -3.19057 3.31687 0.96063 0.04 -0.01 0.00
H -3.61278 11.49539 -0.61729 0.00 -0.02 0.00
H 3.44031 0.56254 3.12106 0.00 -0.01 0.01
H 0.35344 -3.01159 -1.34401 -0.01 0.03 0.03
H 3.19123 4.21166 -2.77486 -0.04 0.01 0.00
H -0.62244 -6.11628 1.44481 -0.03 0.01 0.01
C 2.07716 -5.63822 1.06893 0.03 -0.07 0.01
H -3.12607 0.93789 -1.62962 0.01 -0.01 0.00
C 1.30267 -4.74797 0.29130 0.03 0.08 0.02
H -1.55282 -0.64041 -5.72509 0.01 0.00 0.01
H 1.68948 1.64189 -4.13743 -0.03 -0.03 0.00
S 0.63383 4.65936 1.44047 0.01 0.31 0.05
C -1.35745 -0.62809 -3.58451 0.03 0.00 -0.06
C -3.75731 9.82584 -1.95711 0.00 -0.01 0.02
C 1.75635 -6.70620 3.34917 0.01 -0.04 0.01
Si 2.59564 2.06438 -1.68596 -0.07 -0.02 0.06
H 1.77219 -4.02584 -3.85443 0.00 0.02 0.02
H 0.67883 2.34149 2.12206 -0.04 -0.01 -0.02
H 1.62623 3.67351 -3.39769 0.03 0.00 0.04
N -1.00097 6.62993 0.59690 0.03 0.14 0.14
H 3.40488 -2.18123 0.79203 -0.01 -0.02 0.00
H 4.52687 0.52935 -1.91290 -0.03 0.01 -0.02
C -2.07213 -5.41139 2.86041 0.00 0.05 0.01
C -3.76779 -2.48322 0.07174 0.00 -0.02 0.02
H -3.92619 -3.43742 0.56007 0.00 0.02 0.00
C -2.29135 2.26723 1.03730 0.01 0.06 0.00
H 1.55591 -4.63335 2.85977 0.03 -0.04 0.03
C 3.91074 1.08876 -2.62416 0.05 -0.04 -0.06
S -1.05467 6.49239 3.13939 0.00 -0.03 0.19
H 1.33665 1.54911 4.07929 0.02 0.00 0.03
H 3.47317 0.36729 -3.31679 0.01 0.01 0.00
H -2.20237 -1.28153 -3.40692 0.01 0.01 0.00
H -1.17558 -3.69792 -3.17154 0.02 0.00 0.01
H 0.44118 0.15340 3.48619 0.00 0.01 0.00
H 2.79790 3.23478 0.52606 0.02 -0.02 -0.04
C 2.61706 -1.37365 2.61289 -0.06 -0.01 0.02
C -1.01791 -5.25585 1.97180 -0.01 0.02 -0.04
H 4.32619 -5.90762 2.73726 -0.02 0.01 0.00
S -3.13435 8.63958 3.28586 0.07 -0.04 -0.09
H -2.47630 -6.40522 3.01994 0.00 0.00 0.00
H 1.74633 4.36759 -1.77378 0.02 -0.02 -0.02
N 1.15912 1.11896 -1.48113 -0.19 -0.10 -0.20
H -4.24015 10.39174 -2.74379 0.01 -0.01 0.01
H -0.39908 -5.28972 -3.21893 -0.01 0.01 0.02
```
Positions in Å, forces in eV/Å.

Output
Relative energy (zero: lowest compared OMol25 entry of this formula, charge and spin) = 0.000 eV
Charge = -1
⟨S²⟩ = 3.76
LUMO (spin up / spin down) = 2.0 / 2.0 eV
2S+1 = 4
Largest force on an atom = 0.016 hartree/bohr
Electronic energy = -5225.68000 hartree
Kohn-Sham gap (spin up / spin down) = 6.43 / 6.43 eV

Atomic partial charges in e from the Löwdin method, atoms 1 to 8: C -0.059; F -0.065; C -0.203; C -0.097; H 0.110; H 0.037; N -0.152; H 0.077